{
  "formula": "C6H12O",
  "method": "ωB97M-V/def2-TZVPD",
  "species": ["C", "C", "C", "O", "C", "C", "C", "H", "H", "H", "H", "H", "H", "H", "H", "H", "H", "H", "H"],
  "xyz": [[0.2398, -0.7913, -1.6228], [-0.6071, -0.3467, -0.4347], [-1.8758, 0.4261, -0.7772], [-0.8505, -1.0525, 0.7935], [0.2054, -0.0866, 0.7688], [1.5140, -0.8251, 1.0092], [0.2273, 1.3385, 1.2753], [-0.2891, -0.7000, -2.5733], [0.6702, -1.7894, -1.5499], [1.0706, -0.0727, -1.6703], [-1.8451, 1.4983, -0.5699], [-2.6824, 0.0076, -0.1683], [-2.1379, 0.2927, -1.8284], [2.3872, -0.3523, 0.5491], [1.6843, -0.8691, 2.0928], [1.4330, -1.8557, 0.6556], [0.3898, 1.4941, 2.3431], [-0.6339, 1.9242, 0.9533], [1.1002, 1.7598, 0.7542]],
  "atomic_forces_ev_per_a": [[-0.101, -0.227, -0.182], [0.285, 0.280, -0.224], [0.017, 0.123, -0.095], [-0.037, -0.169, 0.162], [0.196, 0.255, 0.069], [0.061, 0.019, -0.087], [-0.114, 0.063, 0.151], [-0.115, -0.221, 0.117], [-0.104, 0.006, 0.087], [-0.076, -0.255, -0.113], [0.134, -0.067, -0.094], [0.100, 0.108, -0.127], [0.034, 0.069, 0.051], [-0.115, 0.044, 0.027], [0.001, 0.068, -0.177], [0.058, 0.205, 0.004], [-0.058, -0.249, 0.028], [0.002, -0.129, 0.215], [-0.167, 0.076, 0.187]],
  "lowdin_charge": [-0.0096, -0.4598, -0.0048, 0.0160, -0.4961, -0.0245, -0.0062, 0.0714, 0.0839, 0.0916, 0.0693, 0.0928, 0.0737, 0.0844, 0.0904, 0.0841, 0.0830, 0.0648, 0.0954],
  "homo_lumo_gap_ev": 10.58,
  "e_above_lowest_kj_mol": 167.27,
  "e_homo_ev": -9.6,
  "fmax_ha_per_bohr": 0.00891,
  "total_energy_ev": -8462.6203,
  "smiles": "CC1(C)OC1(C)C",
  "lumo_ev": 0.939
}


{
  "formula": "C6H12O",
  "method": "ωB97M-V/def2-TZVPD",
  "species": ["C", "C", "C", "C", "O", "C", "C", "H", "H", "H", "H", "H", "H", "H", "H", "H", "H", "H", "H"],
  "xyz": [[0.2447, -0.7574, 2.8254], [0.1165, -0.9362, 1.2929], [1.0910, -0.2278, 0.4892], [-0.9285, 1.5099, -2.2931], [-1.5781, 0.7127, -3.3997], [-0.4511, 0.6608, -1.1316], [0.6938, -0.0330, -0.9059], [-0.2972, 0.1899, 3.3062], [1.3133, -0.6458, 2.9964], [-0.2187, -1.5770, 3.3204], [0.1765, -2.0298, 1.1214], [-0.9111, -0.7829, 0.9336], [2.1825, -0.7074, 0.5066], [1.3834, 0.6323, 1.1026], [-0.0876, 2.0489, -2.7981], [-1.7133, 2.2710, -2.1344], [-1.0680, -0.1206, -3.3479], [-1.1183, 0.5256, -0.3115], [1.1702, -0.7334, -1.5724]],
  "atomic_forces_ev_per_a": [[-0.961, 2.630, -0.274], [-2.218, -2.742, 1.751], [4.112, -0.454, 0.987], [-0.257, -0.762, -2.614], [1.287, -0.336, 1.440], [0.491, 0.265, -0.734], [-1.463, 0.462, -0.773], [1.202, -1.678, -1.422], [-0.007, -0.292, 0.667], [0.097, -0.819, 0.574], [0.307, 0.273, 0.004], [0.225, 0.475, 0.367], [-2.284, 0.192, -0.086], [-0.523, 0.909, -0.894], [-0.378, -0.472, 0.716], [0.540, -0.502, 0.873], [-0.616, 0.464, -0.431], [-0.420, 1.331, 0.901], [0.865, 1.056, -1.051]],
  "lowdin_charge": [-0.1001, -0.3137, -0.2887, -0.1925, -0.1249, -0.0747, -0.0992, 0.1153, 0.0620, 0.0444, 0.1197, 0.0981, 0.1566, 0.1130, 0.1122, 0.1126, 0.0682, 0.0818, 0.1100],
  "homo_lumo_gap_ev": 9.50,
  "e_above_lowest_kj_mol": 320.42,
  "e_homo_ev": -9.0,
  "fmax_ha_per_bohr": 0.08271,
  "total_energy_ev": -8461.0330,
  "smiles": "CCC/C=C/CO",
  "lumo_ev": 0.507
}


{
  "formula": "C6H12O",
  "method": "ωB97M-V/def2-TZVPD",
  "species": ["C", "C", "C", "C", "C", "C", "O", "H", "H", "H", "H", "H", "H", "H", "H", "H", "H", "H", "H"],
  "xyz": [[-2.1552, 1.0315, -1.1573], [-1.5819, -0.1739, -0.4178], [-0.2593, 0.0914, 0.2793], [0.4468, -1.1523, 0.8172], [1.8993, -0.6725, 0.9406], [1.9699, 0.4820, -0.0890], [0.6737, 0.6258, -0.6473], [-2.2525, 1.9011, -0.4998], [-1.5077, 1.3109, -1.9919], [-3.1489, 0.7992, -1.5529], [-2.2905, -0.5204, 0.3450], [-1.4372, -1.0013, -1.1214], [-0.4129, 0.8143, 1.1029], [0.0262, -1.5179, 1.7592], [0.3660, -1.9498, 0.0678], [2.6227, -1.4662, 0.7289], [2.1040, -0.3010, 1.9511], [2.2760, 1.4189, 0.3971], [2.6616, 0.2801, -0.9118]],
  "atomic_forces_ev_per_a": [[0.000, 0.008, -0.018], [-0.004, -0.038, 0.074], [-0.187, -0.106, 0.075], [-0.027, -0.036, 0.013], [0.052, -0.017, 0.037], [0.288, -0.015, 0.087], [-0.058, 0.012, -0.084], [0.025, -0.087, -0.027], [-0.074, 0.004, 0.108], [0.129, 0.045, 0.022], [0.069, 0.009, -0.095], [-0.013, 0.047, 0.039], [0.019, -0.050, -0.104], [0.067, 0.079, -0.133], [-0.009, 0.115, 0.128], [-0.129, 0.149, 0.019], [-0.043, -0.057, -0.179], [-0.038, -0.093, -0.072], [-0.068, 0.032, 0.109]],
  "lowdin_charge": [-0.1018, -0.2084, -0.3847, -0.1388, -0.1521, -0.1887, -0.1104, 0.0750, 0.0722, 0.0694, 0.1171, 0.1151, 0.1561, 0.1180, 0.1189, 0.1050, 0.1058, 0.1152, 0.1170],
  "homo_lumo_gap_ev": 10.82,
  "e_above_lowest_kj_mol": 37.59,
  "e_homo_ev": -9.6,
  "fmax_ha_per_bohr": 0.00587,
  "total_energy_ev": -8463.9643,
  "smiles": "CC[C@H]1CCCO1",
  "lumo_ev": 1.191
}


{
  "formula": "C6H12O",
  "method": "ωB97M-V/def2-TZVPD",
  "species": ["C", "C", "O", "C", "C", "C", "C", "H", "H", "H", "H", "H", "H", "H", "H", "H", "H", "H", "H"],
  "xyz": [[2.7743, 0.9989, 0.0583], [2.5730, -0.1776, 0.6447], [0.5726, -1.1328, -1.4368], [-0.8028, -0.8327, -1.3662], [-1.3185, -0.6363, 0.0401], [-2.5870, 0.1413, 0.2342], [-1.2749, 0.7287, 0.6726], [3.5492, 1.1379, -0.6920], [1.0652, -0.3875, -1.0638], [2.1726, 1.8706, 0.3064], [1.7919, -0.3211, 1.3880], [3.1671, -1.0522, 0.3908], [-1.0508, 0.0634, -1.9622], [-1.3138, -1.6818, -1.8321], [-1.1546, -1.4848, 0.7021], [-3.0572, 0.5614, -0.6523], [-3.2888, -0.1874, 0.9949], [-0.8680, 1.5510, 0.0868], [-1.0815, 0.8027, 1.7395]],
  "atomic_forces_ev_per_a": [[-0.012, -0.116, 0.084], [0.070, 0.159, -0.022], [0.153, 0.171, 0.033], [-0.415, 0.034, -0.055], [0.089, -0.137, -0.013], [-0.206, 0.005, -0.040], [0.130, 0.149, 0.063], [-0.111, -0.041, 0.117], [-0.024, -0.187, -0.029], [0.082, -0.134, -0.010], [0.119, 0.058, -0.107], [-0.076, 0.150, 0.030], [0.053, -0.131, 0.084], [0.022, 0.107, 0.053], [-0.033, 0.132, -0.098], [0.099, -0.067, 0.142], [0.145, 0.047, -0.109], [-0.070, -0.159, 0.063], [-0.018, -0.040, -0.186]],
  "lowdin_charge": [-0.0745, -0.0812, -0.0739, -0.2544, -0.2922, -0.1276, -0.1355, 0.0547, 0.0306, 0.0516, 0.0574, 0.0629, 0.1239, 0.1228, 0.1389, 0.1015, 0.0982, 0.1002, 0.0965],
  "homo_lumo_gap_ev": 11.10,
  "e_above_lowest_kj_mol": 212.62,
  "e_homo_ev": -10.0,
  "fmax_ha_per_bohr": 0.00816,
  "total_energy_ev": -8462.1502,
  "smiles": "OCC1CC1.C=C",
  "lumo_ev": 1.112
}